# C33H22ILaN9O6S

A molecular structure, C33H22ILaN9O6S in a non-equilibrium geometry (ωB97M-V/def2-TZVPD, the OMol25 dataset).

```
73
Properties=species:S:1:pos:R:3:lowdin_charge:R:1
La -0.05 0.16 0.15 1.986
O 4.99 -5.52 -1.15 0.100
N 5.03 -4.59 -1.92 -0.348
O 5.92 -4.35 -2.69 0.119
C 3.87 -3.67 -1.93 -0.059
C 3.53 -3.16 -3.12 0.080
C 2.37 -2.32 -3.22 -0.116
C 1.93 -1.82 -4.46 0.025
C 0.82 -1.03 -4.52 -0.015
C 0.17 -0.72 -3.32 -0.121
N 0.56 -1.17 -2.14 0.006
C 1.64 -1.99 -2.08 -0.141
C 2.03 -2.57 -0.79 -0.148
N 1.26 -2.25 0.28 0.015
C 1.58 -2.75 1.45 -0.106
C 2.70 -3.57 1.65 0.000
C 3.49 -3.90 0.58 0.038
C 3.14 -3.41 -0.70 -0.049
H 4.12 -3.40 -4.00 0.141
H 2.48 -2.07 -5.36 0.132
H 0.44 -0.64 -5.45 0.119
H -0.70 -0.07 -3.32 0.115
H 0.94 -2.48 2.28 0.106
H 2.93 -3.94 2.64 0.121
H 4.35 -4.53 0.71 0.118
O -3.41 4.57 -2.91 0.134
C -2.13 4.76 -3.20 -0.487
O -1.73 5.67 -3.88 0.120
C -1.14 3.75 -2.69 -0.033
C 0.19 3.81 -3.06 0.026
N 0.81 2.77 -2.48 0.034
N -0.04 2.04 -1.72 -0.034
C -1.22 2.64 -1.84 -0.158
C -2.39 2.10 -1.07 -0.550
O -3.50 2.57 -1.27 0.097
O -2.09 1.13 -0.26 -0.253
H -3.54 3.72 -2.42 0.061
H 0.70 4.51 -3.70 0.147
H 1.78 2.50 -2.54 0.172
C -1.04 0.00 4.85 -0.041
C -2.40 -0.26 4.84 -0.031
C -3.01 -0.71 3.68 0.014
C -2.24 -0.87 2.54 -0.206
N -0.93 -0.56 2.53 -0.023
C -0.34 -0.14 3.66 -0.127
C -2.81 -1.47 1.27 -0.221
C -4.16 -1.74 1.12 0.014
C -4.59 -2.37 -0.03 -0.019
C -3.67 -2.71 -1.00 -0.027
C -2.34 -2.39 -0.79 -0.118
N -1.92 -1.77 0.31 -0.006
H -0.52 0.33 5.74 0.118
H -2.98 -0.14 5.74 0.123
H -4.06 -0.94 3.68 0.112
H 0.72 0.08 3.61 0.069
H -4.87 -1.47 1.89 0.113
H -5.64 -2.58 -0.17 0.121
H -3.96 -3.22 -1.91 0.115
H -1.58 -2.63 -1.52 0.102
S 3.35 1.14 3.21 0.570
C 2.73 0.79 1.74 -0.991
N 2.22 0.55 0.71 -0.176
I -1.90 3.96 5.00 0.956
C -0.61 3.82 3.41 -0.727
C 0.46 4.69 3.26 -0.106
C 1.28 4.54 2.15 -0.032
C 1.01 3.53 1.25 -0.152
N -0.02 2.69 1.39 -0.012
C -0.81 2.84 2.45 -0.224
H 0.65 5.46 3.99 0.108
H 2.13 5.19 1.99 0.119
H 1.65 3.37 0.39 0.101
H -1.65 2.17 2.52 0.091
```

Calculated values
HOMO-LUMO gap ... 7.4 eV
DFT total energy ... -2942.46949 a.u.
2S+1 ... 1
Charge ... +1
ΔE to the lowest compared entry with this formula, charge and spin ... 0.00 kJ/mol